# C7H11FN

A gas-phase ion, C7H11FN (charge +1) (wB97M-V/def2-TZVPD, OMol25).

Positions of all 20 atoms, in Å:
1 H -1.66 -0.17 1.92
2 H -1.70 4.49 -0.67
3 H 1.51 -2.30 -1.96
4 H 0.56 -0.96 1.50
5 H 0.53 -3.08 -0.83
6 N 0.47 -0.90 -0.64
7 C 1.16 -2.18 -0.99
8 C 1.25 0.36 -0.74
9 C -1.15 2.62 0.48
10 H -0.17 -0.80 -1.47
11 H 2.15 0.38 -0.15
12 C -1.30 0.15 1.02
13 C -0.25 -0.98 0.67
14 H -0.69 -2.08 0.47
15 F 0.23 1.59 2.19
16 H 2.04 -2.32 -0.34
17 H 1.06 0.83 -1.66
18 C -1.29 3.61 -0.22
19 C -0.66 1.52 1.17
20 H -2.09 0.23 0.25

HOMO-LUMO gap (alpha / beta) = 0.35750 / 0.24737 hartree
total charge = +1
highest occupied orbital energy (alpha / beta) = -13.88 / -11.70 eV


# C7H11N

2 unconnected molecules or ions with the total composition C7H11N (wB97M-V/def2-TZVPD, OMol25).

Positions of all 19 atoms, in Å:
1 C 3.02 -1.48 -0.58
2 H 2.94 -2.54 -0.80
3 H -1.83 1.86 -0.68
4 H 3.66 -1.36 0.31
5 H -1.61 1.27 1.75
6 H -1.05 0.83 -1.90
7 C 1.72 -0.90 -0.34
8 H -0.40 0.07 2.25
9 H -2.69 -2.82 0.23
10 H -0.12 2.09 -1.07
11 C -0.61 0.87 1.55
12 C -0.91 1.34 -0.95
13 H -3.11 -0.33 -0.02
14 H 0.12 1.67 1.71
15 H 3.50 -0.98 -1.42
16 N -1.95 -2.11 0.22
17 C 0.65 -0.38 -0.14
18 C -0.52 0.36 0.13
19 C -2.21 -0.92 0.10

HOMO-LUMO gap = 0.32447 hartree
highest occupied orbital energy = -7.85 eV


# C7H11N

A molecular structure, C7H11N (wB97M-V/def2-TZVPD, OMol25).

Positions of all 19 atoms, in Å:
1 C -0.70 -0.64 -0.67
2 C -1.14 -1.11 1.43
3 H 0.99 -0.68 1.77
4 H -1.45 -2.65 -0.59
5 H 2.20 -0.12 0.34
6 H 2.14 1.88 -1.58
7 H -0.56 -0.63 -1.82
8 C 1.48 0.19 -0.67
9 N 1.28 1.43 -1.31
10 C -1.15 -1.65 -0.01
11 H -0.54 1.16 1.96
12 H -2.23 -0.50 1.68
13 C 0.05 1.66 -0.76
14 H -0.82 1.29 -1.65
15 H -0.25 2.61 -0.23
16 H 1.54 -0.60 -1.52
17 H -0.76 -1.97 2.28
18 C -0.19 0.01 1.45
19 C 0.11 0.33 -0.10

HOMO-LUMO gap = 0.32798 hartree
highest occupied orbital energy = -8.16 eV


# C7H11N

C7H11N in the gas phase (wB97M-V/def2-TZVPD, OMol25).

Positions of all 19 atoms, in Å:
1 H 0.93 0.64 -1.90
2 H -0.85 2.34 1.90
3 H 2.23 1.12 0.26
4 C -1.03 0.18 0.37
5 C -1.01 -0.92 -0.64
6 C -0.94 -2.40 -0.79
7 C 0.16 0.89 0.68
8 C 1.46 0.34 0.22
9 N -1.83 -0.03 -1.00
10 H -1.11 -2.67 -1.84
11 H 1.39 -1.10 -1.50
12 H 0.02 -2.80 -0.47
13 H 0.14 3.03 0.63
14 H 1.81 -0.47 0.87
15 H -1.73 -2.86 -0.19
16 H 0.93 2.36 2.05
17 H -1.81 0.24 1.14
18 C 1.15 -0.11 -1.15
19 C 0.09 2.22 1.36

HOMO-LUMO gap (alpha / beta) = 0.29446 / 0.25768 hartree
highest occupied orbital energy (alpha / beta) = -7.64 / -6.97 eV


# C7H11N

2 unconnected molecules or ions with the total composition C7H11N (wB97M-V/def2-TZVPD, OMol25).

Positions of all 19 atoms, in Å:
1 H 0.14 2.97 0.62
2 H 0.33 -1.11 -2.59
3 C 0.22 1.98 -0.07
4 N -0.47 -0.73 1.93
5 C -0.92 1.66 -0.82
6 H -0.64 -2.10 0.40
7 H 0.94 -2.27 1.37
8 C 0.35 -0.30 -1.85
9 H -1.73 2.41 -0.94
10 C -0.23 -2.03 1.47
11 H 2.22 1.20 0.63
12 H -0.12 0.16 1.46
13 C -0.90 0.51 -1.70
14 H 2.18 -0.45 -0.78
15 H -1.37 -0.72 2.18
16 H -0.99 -2.75 2.07
17 C 1.29 1.11 0.06
18 C 1.36 0.13 -0.89
19 H -1.65 0.33 -2.56

HOMO-LUMO gap = 0.33514 hartree
SMILES = c1ccccc1.CN
highest occupied orbital energy = -8.20 eV


# C7H11N

C7H11N in the gas phase (wB97M-V/def2-TZVPD, OMol25).

Positions of all 19 atoms, in Å:
1 H 1.92 -1.55 1.03
2 H 2.47 0.51 -0.60
3 H 0.45 -2.26 0.35
4 H -0.36 -1.38 -2.86
5 H -2.58 0.47 0.04
6 C -0.49 0.38 0.95
7 C -0.38 1.69 1.69
8 H -1.33 1.94 2.16
9 H 0.39 1.65 2.46
10 H -0.42 -0.50 1.60
11 H -1.51 0.04 -3.10
12 N 1.51 0.83 -0.45
13 H -0.12 2.48 0.99
14 C -0.87 -0.30 -1.12
15 C 1.26 -1.56 0.16
16 C -1.53 0.22 -0.06
17 C -0.95 -0.59 -2.42
18 C 0.72 -0.16 -0.13
19 H 1.82 -1.91 -0.70

HOMO-LUMO gap (alpha / beta) = 0.26967 / 0.27650 hartree
highest occupied orbital energy (alpha / beta) = -7.88 / -8.08 eV


# C7H11N

A molecular structure, C7H11N (wB97M-V/def2-TZVPD, OMol25).

Positions of all 19 atoms, in Å:
1 H -0.78 3.75 1.00
2 H -1.78 -1.65 -0.91
3 C -0.03 -0.45 -0.71
4 H 1.43 0.97 0.60
5 C 0.99 -1.28 -1.30
6 H 2.93 -2.20 -2.02
7 C 2.11 -1.64 -1.65
8 N -0.59 -2.52 0.54
9 H -1.43 1.37 1.64
10 H 0.44 3.10 -0.11
11 H 0.52 -0.12 1.69
12 C 0.44 0.64 0.91
13 C -0.53 2.91 0.34
14 H -0.46 0.28 -1.39
15 H -1.28 2.92 -0.46
16 H 0.37 -2.64 0.83
17 H -1.06 -3.41 0.44
18 C -0.77 -1.63 -0.51
19 C -0.53 1.61 1.09

HOMO-LUMO gap (alpha / beta) = 0.26493 / 0.24263 hartree
highest occupied orbital energy (alpha / beta) = -6.65 / -6.27 eV


# C7H11N

C7H11N in the gas phase (wB97M-V/def2-TZVPD, OMol25).

Positions of all 19 atoms, in Å:
1 H -0.75 -0.85 3.07
2 C -0.93 1.41 0.10
3 N -0.05 2.09 -0.67
4 H -1.98 -1.46 1.16
5 H 1.33 -1.58 -2.30
6 H -0.21 -2.28 2.68
7 C 0.57 0.00 -0.79
8 H 0.50 -2.25 -0.87
9 H -0.38 -2.26 0.40
10 H -1.64 1.83 0.63
11 H 2.02 -1.57 -0.71
12 H 0.77 -1.05 1.99
13 C 0.88 1.28 -1.21
14 C -0.26 -1.34 2.23
15 C -1.01 -1.31 0.90
16 C -0.55 0.00 0.10
17 H 1.78 1.64 -1.66
18 H -0.03 3.17 -0.86
19 C 1.12 -1.38 -1.15

HOMO-LUMO gap = 0.32540 hartree
SMILES = CCc1c[nH]cc1C
highest occupied orbital energy = -7.88 eV


# C7H11N

C7H11N in the gas phase (wB97M-V/def2-TZVPD, OMol25).

Positions of all 19 atoms, in Å:
1 H 2.96 0.40 0.32
2 H 1.05 -1.02 1.01
3 H 0.18 -0.27 2.21
4 H -3.16 -2.61 0.02
5 C -3.23 -1.96 -0.99
6 C -2.28 -1.16 -1.46
7 C 0.45 -0.20 1.17
8 C 3.16 2.41 0.24
9 C -0.76 -0.24 0.25
10 C -1.09 -1.34 -0.45
11 H -4.30 -1.87 -1.50
12 H 0.42 1.89 0.83
13 N 1.06 1.05 0.73
14 H -2.11 -0.60 -2.45
15 H 2.80 3.44 0.07
16 H -0.43 -2.14 -0.69
17 H -1.36 0.65 0.38
18 H 4.26 2.29 0.03
19 C 2.39 1.28 0.27

HOMO-LUMO gap = 0.32774 hartree
SMILES = C=C/C=C/CNC=C
highest occupied orbital energy = -7.78 eV


# C7H11N

A molecular structure, C7H11N (wB97M-V/def2-TZVPD, OMol25).

Positions of all 19 atoms, in Å:
1 N -1.83 -0.84 1.19
2 H -3.14 -1.36 1.22
3 H 0.26 -1.91 1.05
4 H 0.55 -2.31 -1.01
5 C 0.38 1.43 -0.49
6 C 1.14 0.78 0.71
7 H 1.58 1.41 1.54
8 H -1.78 -0.88 -0.87
9 H 2.45 1.50 -0.89
10 C 1.58 0.74 -0.66
11 C 1.58 -0.52 0.01
12 C 0.37 -1.41 -0.15
13 H -1.91 1.13 -0.89
14 H 0.76 2.56 -0.60
15 C -0.83 0.66 -0.79
16 H -0.95 0.20 -1.77
17 H -1.77 0.18 2.01
18 C -0.92 -0.58 -0.06
19 H 2.47 -0.80 0.45

HOMO-LUMO gap = 0.33524 hartree
highest occupied orbital energy = -8.50 eV


# C7H11N2

A gas-phase ion, C7H11N2 (charge +1) (wB97M-V/def2-TZVPD, OMol25).

Positions of all 20 atoms, in Å:
1 N -2.43 0.53 0.71
2 C 2.31 -0.66 -0.18
3 C -2.00 -0.73 0.77
4 H -2.18 2.56 0.14
5 C -1.90 1.48 -0.06
6 N -0.64 1.22 -0.54
7 H -2.70 -1.50 1.31
8 C -0.04 0.05 -0.47
9 C 1.32 -0.12 -1.10
10 C 2.83 0.05 0.80
11 H 2.38 1.08 1.00
12 H -3.43 0.70 1.10
13 H -0.03 1.96 -0.84
14 H 2.48 -1.77 -0.19
15 H 3.38 -0.42 1.53
16 H 1.51 0.87 -1.44
17 H -1.13 -1.75 -0.98
18 H 1.12 -0.72 -2.09
19 C -0.81 -1.11 -0.04
20 H -0.03 -1.74 0.56

HOMO-LUMO gap (alpha / beta) = 0.26388 / 0.26393 hartree
total charge = +1
highest occupied orbital energy (alpha / beta) = -11.56 / -11.58 eV


# C7H11N2

2 unconnected molecules or ions with the total composition C7H11N2 (wB97M-V/def2-TZVPD, OMol25).

Positions of all 20 atoms, in Å:
1 H 0.44 -1.16 0.82
2 C 2.30 -0.25 0.23
3 H 1.57 -2.21 -1.37
4 C 0.67 -1.38 -1.38
5 H -3.83 1.62 -1.30
6 H 3.70 0.85 1.52
7 H -3.93 1.45 1.49
8 C 1.01 -0.80 0.01
9 C -1.88 0.74 1.10
10 H 0.97 -0.61 -1.99
11 N -1.83 1.02 -1.01
12 C 2.69 0.34 1.37
13 H -1.55 0.64 2.09
14 H 2.81 -0.18 -0.69
15 H 2.07 0.35 2.26
16 H -1.54 0.98 -1.93
17 N -1.13 0.60 0.05
18 H -0.23 -1.81 -1.68
19 C -3.12 1.31 0.76
20 C -3.04 1.51 -0.59

HOMO-LUMO gap = 0.26097 hartree
total charge = +1
highest occupied orbital energy = -13.09 eV


Number 1: DFT total energy -11632.0234 eV, largest force on an atom 3.9 eV/Å. Number 2: DFT total energy -8923.6089 eV, largest force on an atom 4.1 eV/Å. Number 3: DFT total energy -8919.4946 eV, largest force on an atom 7.3 eV/Å. Number 4: DFT total energy -8922.1336 eV, largest force on an atom 1.3 eV/Å. Number 5: DFT total energy -8924.6427 eV, largest force on an atom 5.2 eV/Å. Number 6: DFT total energy -8922.5628 eV, largest force on an atom 2.3 eV/Å. Number 7: DFT total energy -8921.0344 eV, largest force on an atom 3.6 eV/Å. Number 8: DFT total energy -8924.9809 eV, largest force on an atom 6.5 eV/Å. Number 9: DFT total energy -8923.1518 eV, largest force on an atom 4.6 eV/Å. Number 10: DFT total energy -8917.4179 eV, largest force on an atom 7.8 eV/Å. Number 11: DFT total energy -10407.7438 eV, largest force on an atom 3.6 eV/Å. Number 12: DFT total energy -10407.2751 eV, largest force on an atom 5.6 eV/Å.